Below is 2 unconnected molecules or ions with the total composition C26H56N2OS2Si, with properties calculated with ωB97M-V/def2-TZVPD.

CARTESIAN COORDINATES (ANGSTROEM)
H: 4.20 0.21 -1.35
C: -3.53 3.01 -1.30
N: -1.50 -1.81 -5.36
H: -0.20 1.67 -2.49
H: -0.34 -0.37 3.28
H: -3.42 -3.98 7.54
H: 2.17 3.62 -1.40
H: 1.95 -0.78 3.06
Si: -1.44 -0.87 -3.85
H: 1.80 3.87 0.27
H: 0.96 1.37 1.72
H: -1.61 1.46 -0.16
S: -3.72 -1.15 1.77
H: -2.60 -3.16 -1.87
S: -2.12 1.28 2.20
H: -0.52 -2.46 -1.39
C: 1.76 -0.52 0.95
H: 3.63 2.75 -2.49
C: -1.25 -1.88 -0.84
H: 2.06 1.29 -2.09
H: -1.37 -2.65 7.73
C: -2.89 -1.20 -2.70
H: -0.24 2.74 -3.84
H: 5.47 0.46 -2.51
H: 3.88 1.85 0.07
H: -1.71 3.02 0.69
C: -2.61 -2.14 -1.50
C: 1.21 1.19 -4.06
H: 3.74 0.91 -4.27
H: 0.54 1.01 0.09
H: 2.84 -0.56 0.92
C: -3.59 2.26 0.05
C: -1.16 -2.29 0.64
H: -0.41 -2.10 3.20
H: 5.46 2.54 -0.09
H: 0.31 -2.86 6.04
H: 1.11 0.48 -4.88
H: 0.05 -4.61 5.88
C: -2.25 -0.48 1.77
H: -0.22 -2.82 0.78
C: -2.18 2.05 0.56
H: -3.22 -0.25 -2.28
C: 4.46 2.28 -1.97
H: -2.51 3.05 -1.66
H: -2.53 -5.31 6.78
C: 2.45 4.20 -0.53
H: -3.87 4.04 -1.19
C: 4.45 2.60 -0.48
H: 2.16 1.56 0.40
C: 3.51 0.37 -3.35
H: -4.18 2.80 0.79
H: 2.22 5.25 -0.71
H: 1.66 -2.23 2.17
C: -0.44 -3.64 6.06
H: 1.64 -0.35 -2.61
H: 4.51 4.77 -0.54
H: -0.87 -2.60 -5.23
H: -1.94 -2.98 0.95
C: 3.90 3.97 -0.12
H: -3.30 -4.18 4.81
H: -0.14 -1.18 -3.21
H: 1.77 2.04 -4.43
H: -3.42 -2.05 -0.78
C: -0.15 -1.22 2.63
H: -3.18 -2.58 5.58
C: -2.72 -3.57 5.51
H: 1.42 -1.07 0.07
H: 3.96 4.08 0.97
C: 4.47 0.77 -2.24
O: -1.39 -3.42 5.00
C: -0.17 1.69 -3.57
H: -1.40 1.21 -5.27
C: 2.05 0.61 -2.93
H: -0.97 -0.84 -0.88
H: -4.14 2.48 -2.03
C: 1.35 -1.19 2.26
H: -4.05 1.29 -0.10
N: -1.05 -1.09 1.47
H: -1.04 -1.26 -6.08
H: 5.37 2.69 -2.40
C: -1.24 -3.67 7.35
C: 1.36 0.95 0.81
C: -1.38 1.00 -4.20
H: -2.27 1.47 -3.79
H: -0.77 -4.27 8.13
H: -3.70 -1.64 -3.28
H: 3.64 -0.69 -3.55
C: -2.58 -4.22 6.88

The multiplicity is 1. The structure (SMILES) is CCCCCCCCCC[Si@H](N)CCCCN(CCCC)C(=S)SCCC.C1CCOC1. As for the gap between HOMO and LUMO: 0.2978 Eh. As for the charge: 0. The calculated total energy comes out at -2294.85359 Eh.

For each atom in turn, the Mulliken charge in e is: H 0.170; C -1.183; N -0.762; H -0.244; H 0.892; H 0.332; H -0.019; H 0.463; Si 0.093; H 0.226; H 0.687; H -0.531; S -0.212; H 0.373; S -0.250; H 0.634; C -0.262; H 0.327; C 0.242; H -0.699; H 0.282; C -0.581; H 0.503; H 0.428; H -0.026; H 0.612; C -0.776; C -1.053; H 0.463; H -0.580; H 0.527; C -0.225; C -1.712; H 0.335; H 0.413; H 0.252; H 0.252; H 0.295; C 0.017; H 0.404; C -0.043; H 0.038; C -0.603; H 0.226; H 0.261; C -0.650; H 0.383; C -0.219; H -1.233; C -1.411; H 0.477; H 0.374; H 0.518; C -0.421; H 0.048; H 0.390; H 0.277; H 0.571; C -0.849; H 0.259; H -0.042; H 0.532; H 0.223; C -1.348; H 0.269; C -0.458; H 0.074; H 0.393; C -0.723; O -0.319; C -0.137; H 0.552; C 1.634; H -0.213; H 0.314; C -1.472; H 0.153; N 0.751; H 0.280; H 0.529; C -0.581; C 0.979; C -0.993; H 0.309; H 0.339; H 0.574; H 0.408; C -0.528